[1]
Molecular formula: C40H44LaN6P2S6
Method: DFT, ωB97M-V/def2-TZVPD

ORCA input file:
```
! wB97M-V def2-TZVPD RIJCOSX def2/J DEFGRID3
* xyz 1 1
La -0.171 0.251 0.628
S 0.081 1.345 3.896
C -0.833 -0.046 3.885
N -0.985 -0.819 2.807
C -1.709 -1.950 3.105
C -1.966 -3.002 2.234
C -2.666 -4.103 2.689
C -3.102 -4.177 4.006
C -2.839 -3.151 4.895
C -2.148 -2.045 4.438
S -1.624 -0.643 5.330
H -1.586 -2.952 1.222
H -2.857 -4.934 2.025
H -3.626 -5.053 4.351
H -3.141 -3.224 5.925
C -3.172 -3.055 -1.011
P -1.938 -1.726 -1.287
C -0.847 -2.522 -2.537
N -1.428 -3.345 -3.369
C -0.716 -3.858 -4.391
C -1.282 -4.817 -5.251
C -0.538 -5.308 -6.288
C 0.772 -4.849 -6.524
C 1.344 -3.903 -5.717
C 0.624 -3.415 -4.611
N 1.213 -2.603 -3.715
C 0.532 -2.205 -2.674
P 1.527 -1.386 -1.368
C 2.956 -0.769 -2.320
C 2.222 -2.945 -0.533
C 3.493 -2.533 0.214
C 1.155 -3.425 0.450
C 2.533 -4.066 -1.520
C -2.891 -0.551 -2.432
C -1.849 0.276 -3.185
C -3.711 0.344 -1.500
C -3.808 -1.252 -3.430
H -3.491 -3.455 -1.971
H -4.017 -2.637 -0.464
H -2.738 -3.856 -0.414
H -2.293 -5.147 -5.067
H -0.955 -6.062 -6.938
H 1.330 -5.258 -7.353
H 2.346 -3.539 -5.882
H 3.426 -1.571 -2.886
H 3.667 -0.312 -1.633
H 2.605 -0.004 -3.007
H 3.385 -1.536 0.642
H 4.357 -2.534 -0.447
H 3.688 -3.238 1.021
H 0.988 -2.698 1.250
H 1.453 -4.365 0.912
H 0.216 -3.596 -0.080
H 3.069 -3.703 -2.394
H 1.623 -4.555 -1.860
H 3.151 -4.816 -1.029
H -1.107 0.696 -2.498
H -2.334 1.097 -3.708
H -1.331 -0.332 -3.926
H -3.075 0.793 -0.724
H -4.497 -0.228 -1.008
H -4.185 1.148 -2.061
H -3.281 -2.027 -3.983
H -4.174 -0.519 -4.147
H -4.674 -1.691 -2.943
C 2.809 -0.504 3.091
C 2.728 0.881 2.565
N 2.168 1.233 1.436
C 2.249 2.592 1.234
C 2.876 3.261 2.240
S 3.420 2.185 3.454
C 1.700 3.240 -0.004
C 2.552 4.454 -0.417
S 0.460 5.062 -2.312
C -0.365 3.730 -1.392
N 0.195 2.363 -1.283
C -1.851 3.748 -1.635
H 2.108 -1.155 2.568
H 2.568 -0.509 4.153
H 3.823 -0.887 2.981
H 3.017 4.314 2.373
H 3.252 4.797 0.335
H -2.256 4.714 -1.341
H -2.347 2.976 -1.052
H -2.035 3.603 -2.696
S -0.952 2.835 1.232
C 0.140 3.273 -0.084
N 1.650 2.336 -1.188
C 2.478 2.897 -2.185
C 2.688 2.471 -3.484
C 3.670 3.108 -4.229
C 4.417 4.152 -3.707
C 4.150 4.633 -2.434
C 3.179 4.001 -1.687
S 1.472 5.921 -0.784
H 2.069 1.711 -3.938
H 3.824 2.803 -5.251
H 5.176 4.623 -4.310
H 4.670 5.494 -2.042
*
```

## Properties
ΔE to the lowest compared entry with this formula, charge and spin, kJ/mol: 485.7

=====

[2]
Molecular formula: C40H44MoN5O2PSSb2
Method: DFT, ωB97M-V/def2-TZVPD

ORCA input file:
```
! wB97M-V def2-TZVPD RIJCOSX def2/J DEFGRID3
* xyz 2 3
Mo -0.183 -0.421 -0.177
N 3.480 -3.928 6.698
C 3.262 -3.302 5.514
C 3.685 -3.889 4.307
C 3.453 -3.265 3.105
C 2.791 -2.039 3.084
C 2.366 -1.438 4.267
C 2.597 -2.062 5.471
S 2.492 -1.246 1.578
O 2.337 0.176 1.777
O 3.389 -1.725 0.569
N 0.943 -1.667 1.119
C 0.657 -2.812 0.440
N -0.365 -2.523 -0.415
C -0.837 -3.490 -1.210
C -0.303 -4.753 -1.128
C 0.740 -4.949 -0.220
N 1.229 -3.995 0.563
H 4.065 -4.742 6.740
H 3.300 -3.452 7.563
H 4.207 -4.837 4.330
H 3.785 -3.712 2.178
H 1.885 -0.469 4.237
H 2.284 -1.592 6.394
H -1.636 -3.227 -1.893
H -0.664 -5.561 -1.745
H 1.200 -5.926 -0.123
C -1.473 -2.026 3.539
Sb -2.240 -0.972 1.863
C -3.630 -2.382 1.081
C -3.579 0.486 2.704
C -4.822 0.536 1.864
C -5.940 -0.190 2.272
C -7.091 -0.240 1.504
C -7.141 0.446 0.300
C -6.044 1.188 -0.107
C -4.879 1.248 0.657
C -3.757 2.122 0.178
Sb -2.346 1.238 -1.189
C -3.624 0.297 -2.596
C -1.812 3.036 -2.185
H -2.287 -2.459 4.119
H -0.902 -1.342 4.164
H -0.807 -2.814 3.192
H -4.491 -2.482 1.737
H -3.127 -3.346 0.997
H -3.977 -2.066 0.098
H -3.052 1.438 2.750
H -3.803 0.176 3.724
H -5.907 -0.718 3.219
H -7.947 -0.803 1.849
H -8.036 0.425 -0.306
H -6.101 1.758 -1.028
H -3.182 2.568 0.989
H -4.163 2.948 -0.408
H -4.252 1.051 -3.068
H -4.260 -0.429 -2.091
H -3.027 -0.202 -3.357
H -2.736 3.545 -2.458
H -1.233 2.827 -3.080
H -1.234 3.668 -1.513
N 0.860 0.084 -1.554
P 1.800 1.322 -2.047
C 1.782 2.642 -0.823
C 0.961 2.586 0.297
C 0.962 3.612 1.227
C 1.792 4.708 1.043
C 2.640 4.760 -0.055
C 2.644 3.728 -0.980
C 1.119 1.886 -3.611
C 1.340 3.177 -4.087
C 0.785 3.570 -5.295
C 0.016 2.679 -6.032
C -0.195 1.388 -5.566
C 0.355 0.989 -4.357
C 3.483 0.790 -2.257
C 4.317 0.722 -1.141
C 5.616 0.268 -1.297
C 6.074 -0.110 -2.552
C 5.241 -0.042 -3.662
C 3.939 0.408 -3.519
H 0.330 1.719 0.527
H 0.334 3.545 2.106
H 1.798 5.510 1.768
H 3.313 5.597 -0.184
H 3.343 3.756 -1.806
H 1.925 3.888 -3.520
H 0.954 4.574 -5.661
H -0.414 2.990 -6.975
H -0.781 0.690 -6.149
H 0.198 -0.018 -3.991
H 3.955 1.009 -0.162
H 6.269 0.207 -0.437
H 7.092 -0.459 -2.668
H 5.607 -0.332 -4.637
H 3.289 0.475 -4.383
*
```

## Properties
ΔE to the lowest compared entry with this formula, charge and spin, kJ/mol: 0.0

=====

[3]
Molecular formula: C40H44N4O5PSW
Method: DFT, ωB97M-V/def2-TZVPD

ORCA input file:
```
! wB97M-V def2-TZVPD RIJCOSX def2/J DEFGRID3
* xyz 3 1
W -0.184 0.480 -1.398
C -3.627 1.564 0.281
C -3.148 2.731 -0.598
O -1.843 2.545 -1.198
C -1.731 3.383 -2.353
C -2.060 2.539 -3.536
O -1.284 1.348 -3.366
C -1.072 0.628 -4.589
C -0.242 -0.565 -4.189
O 0.553 -0.188 -3.073
C 1.621 2.125 -2.534
C 1.411 2.603 -1.306
O -0.260 1.839 0.841
C -1.164 1.755 1.964
C -2.107 0.594 1.826
O -2.636 0.578 0.512
H -4.468 1.069 -0.195
H -3.978 1.971 1.230
H -3.098 3.656 -0.024
H -3.872 2.876 -1.400
H -0.706 3.739 -2.417
H -2.382 4.252 -2.278
H -1.771 3.035 -4.463
H -3.118 2.274 -3.589
H -0.548 1.281 -5.288
H -2.033 0.336 -5.011
H 0.422 -0.863 -4.995
H -0.878 -1.416 -3.944
H 1.045 2.460 -3.383
H 2.465 1.491 -2.761
H 0.684 3.371 -1.092
H 2.110 2.391 -0.515
H -1.688 2.710 1.917
H -0.612 1.723 2.901
H -2.895 0.664 2.579
H -1.590 -0.352 1.965
N -2.258 -3.201 -1.243
C -3.558 -3.199 -1.849
C -4.245 -4.389 -1.975
C -5.485 -4.397 -2.600
C -6.012 -3.218 -3.102
C -5.305 -2.024 -2.979
C -4.079 -2.022 -2.341
S -3.245 -0.481 -2.136
N -1.680 -0.956 -1.525
C -1.414 -2.198 -1.209
C 0.023 -2.487 -0.906
C 0.539 -3.747 -0.734
C 1.921 -3.925 -0.794
C 2.716 -2.837 -1.067
C 2.122 -1.589 -1.170
N 0.811 -1.415 -1.033
H -1.910 -4.109 -0.980
H -3.821 -5.312 -1.587
H -6.031 -5.326 -2.697
H -6.976 -3.218 -3.593
H -5.721 -1.101 -3.372
H -0.104 -4.607 -0.601
H 2.352 -4.912 -0.678
H 3.785 -2.934 -1.197
H 2.699 -0.708 -1.386
N 0.537 0.675 0.593
P 1.682 0.534 1.841
C 0.944 -0.433 3.151
C 0.938 -0.004 4.477
C 0.378 -0.814 5.458
C -0.165 -2.045 5.121
C -0.162 -2.476 3.797
C 0.387 -1.672 2.814
C 2.279 2.106 2.485
C 3.364 1.954 3.365
C 3.949 3.061 3.954
C 3.479 4.335 3.658
C 2.421 4.497 2.777
C 1.813 3.394 2.193
C 3.181 -0.299 1.337
C 3.543 -1.528 1.889
C 4.805 -2.053 1.633
C 5.701 -1.358 0.834
C 5.349 -0.121 0.293
C 4.102 0.415 0.559
H 1.353 0.958 4.751
H 0.368 -0.479 6.487
H -0.596 -2.673 5.891
H -0.590 -3.437 3.541
H 0.388 -2.005 1.780
H 3.763 0.970 3.589
H 4.781 2.930 4.635
H 3.943 5.201 4.113
H 2.060 5.491 2.542
H 0.992 3.547 1.519
H 2.864 -2.066 2.537
H 5.094 -2.998 2.078
H 6.690 -1.763 0.651
H 6.062 0.436 -0.302
H 3.863 1.407 0.191
*
```

=====

[4]
Molecular formula: C40H45BrFeN8SSeSi
Method: DFT, ωB97M-V/def2-TZVPD

ORCA input file:
```
! wB97M-V def2-TZVPD RIJCOSX def2/J DEFGRID3
* xyz 1 6
Fe 0.929 1.056 1.757
C 5.048 -0.599 1.164
C 3.769 0.158 1.087
N 2.998 0.424 2.072
N 3.357 0.035 3.336
C 2.724 0.750 4.231
N 2.944 0.457 5.531
S 1.598 2.042 3.883
C 3.302 0.759 -0.183
C 4.072 0.787 -1.331
C 3.587 1.457 -2.445
C 2.349 2.070 -2.377
C 1.633 1.979 -1.193
N 2.096 1.347 -0.120
H 5.248 -0.891 2.190
H 5.879 0.003 0.795
H 4.969 -1.491 0.539
H 3.724 -0.143 5.747
H 2.642 1.112 6.230
H 5.032 0.293 -1.352
H 4.175 1.502 -3.353
H 1.928 2.614 -3.211
H 0.650 2.417 -1.107
C -0.190 2.745 1.362
Si -1.785 2.915 0.433
C -2.716 1.297 0.741
N -1.894 0.083 0.709
C -2.442 -0.994 1.532
C -3.668 -1.664 0.914
C -3.385 -2.073 -0.546
C -1.934 -1.802 -0.935
C -1.568 -0.347 -0.667
C -2.815 4.294 1.185
C -3.052 4.314 2.563
C -3.821 5.306 3.149
C -4.372 6.307 2.362
C -4.145 6.313 0.995
C -3.372 5.316 0.415
C -1.574 3.338 -1.388
C -0.688 4.360 -1.748
C -0.504 4.730 -3.071
C -1.217 4.084 -4.073
C -2.132 3.100 -3.738
C -2.311 2.737 -2.409
H -0.445 2.811 2.432
H 0.577 3.500 1.172
H -3.565 1.222 0.041
H -3.165 1.390 1.735
H -2.692 -0.579 2.509
H -1.659 -1.740 1.689
H -4.513 -0.974 0.954
H -3.944 -2.528 1.522
H -4.035 -1.509 -1.220
H -3.622 -3.126 -0.704
H -1.793 -1.999 -2.001
H -1.246 -2.463 -0.404
H -2.132 0.266 -1.374
H -0.508 -0.177 -0.879
H -2.627 3.542 3.198
H -3.989 5.302 4.219
H -4.977 7.081 2.815
H -4.570 7.094 0.379
H -3.204 5.337 -0.655
H -0.140 4.893 -0.976
H 0.183 5.528 -3.319
H -1.072 4.362 -5.109
H -2.718 2.618 -4.511
H -3.057 1.989 -2.174
Br -0.551 -4.081 5.920
C -0.169 -2.692 4.718
C -0.738 -1.439 4.898
C -0.440 -0.456 3.979
N 0.367 -0.653 2.929
C 0.923 -1.859 2.783
C 0.680 -2.909 3.647
H -1.392 -1.230 5.731
H -0.863 0.534 4.085
H 1.587 -1.997 1.941
H 1.151 -3.867 3.485
C 0.385 -5.106 -1.103
N 1.267 -4.522 -2.091
C 1.836 -3.301 -2.017
Se 1.706 -2.065 -0.665
N 2.564 -3.137 -3.145
C 2.464 -4.254 -3.962
C 3.008 -4.566 -5.197
C 2.683 -5.804 -5.725
C 1.849 -6.695 -5.045
C 1.306 -6.380 -3.810
C 1.632 -5.141 -3.284
H 0.456 -4.514 -0.194
H 0.695 -6.129 -0.901
H -0.645 -5.099 -1.462
H 3.060 -2.284 -3.335
H 3.650 -3.877 -5.727
H 3.085 -6.088 -6.688
H 1.622 -7.652 -5.493
H 0.661 -7.071 -3.285
*
```

## Properties
ΔE to the lowest compared entry with this formula, charge and spin, kJ/mol: 61.6

=====

Number 1: calculated total energy -135581.1494 eV. Number 2: calculated total energy -88781.3101 eV. Number 3: calculated total energy -80314.4703 eV. Number 4: calculated total energy -242616.4824 eV.